C21H32FeOP3S2 as an isolated structure. Source: the Open Molecules 2025 dataset; level of theory: ωB97M-V/def2-TZVPD.

The total energy comes out at -3978.81664 Ha. The spin multiplicity is 1. As for the total charge: -1. For the maximum force, the calculation gives 0.572 eV/A.

Each line ends with the natural charge from an NBO analysis.
Positions of all 60 atoms, in Å:
Fe: -0.690 -0.148 0.448  0.02
C: -1.741 2.505 -1.561  -0.96
P: -1.966 1.513 -0.034  1.09
C: -2.463 2.899 1.068  -0.98
C: -3.649 0.773 -0.293  -0.74
C: -3.916 -0.193 0.859  -0.73
P: -2.436 -1.279 1.125  0.96
C: -2.994 -2.119 2.680  -0.95
C: -2.818 -2.673 -0.020  -0.96
H: -2.616 3.122 -1.780  0.20
H: -1.522 1.857 -2.407  0.23
H: -0.875 3.149 -1.393  0.25
H: -3.218 3.521 0.579  0.20
H: -1.586 3.507 1.283  0.26
H: -2.868 2.514 2.006  0.23
H: -3.620 0.222 -1.238  0.22
H: -4.424 1.543 -0.371  0.21
H: -4.810 -0.804 0.689  0.21
H: -4.063 0.359 1.793  0.22
H: -4.034 -2.454 2.617  0.20
H: -2.880 -1.465 3.545  0.22
H: -2.352 -2.989 2.834  0.23
H: -3.729 -3.208 0.263  0.20
H: -1.971 -3.360 -0.023  0.24
H: -2.921 -2.276 -1.029  0.23
C: 1.702 -1.620 -1.315  -0.24
O: 0.359 -1.798 -0.898  -0.62
C: -0.500 -0.688 -1.212  0.02
C: -0.948 -0.759 -2.647  -0.73
H: 2.274 -2.481 -0.967  0.17
H: 2.117 -0.704 -0.886  0.19
H: 1.767 -1.567 -2.408  0.15
H: -1.123 -1.799 -2.953  0.19
H: -0.205 -0.336 -3.336  0.20
H: -1.874 -0.199 -2.784  0.20
S: 1.154 3.607 1.618  -0.68
P: 0.969 2.079 2.851  1.13
S: 1.027 0.192 2.148  -0.64
C: 2.218 2.151 4.178  -0.28
C: 3.104 3.218 4.262  -0.23
C: 4.036 3.276 5.290  -0.21
C: 4.087 2.272 6.246  -0.22
C: 3.202 1.203 6.164  -0.23
C: 2.275 1.140 5.136  -0.21
C: -0.583 2.225 3.833  -0.28
C: -0.980 3.470 4.311  -0.21
C: -2.162 3.602 5.025  -0.23
C: -2.960 2.492 5.266  -0.22
C: -2.565 1.247 4.794  -0.22
C: -1.381 1.114 4.082  -0.24
H: 3.050 3.993 3.507  0.24
H: 4.726 4.110 5.347  0.20
H: 4.813 2.319 7.048  0.20
H: 3.242 0.412 6.904  0.20
H: 1.597 0.299 5.058  0.23
H: -0.367 4.334 4.080  0.23
H: -2.473 4.577 5.383  0.20
H: -3.891 2.598 5.810  0.20
H: -3.192 0.379 4.965  0.20
H: -1.084 0.162 3.661  0.25

Atoms 1-3, force components in eV/Å:
0.1 -0.3 0.2
0.1 -0.1 0.0
-0.2 0.1 0.0

=====

C48H31I4IrN7S as an isolated structure in a non-equilibrium geometry. Source: the Open Molecules 2025 dataset; level of theory: ωB97M-V/def2-TZVPD.

The total energy comes out at -3924.12795 Ha. The spin multiplicity is 5. The calculation puts the energy above the lowest of the compared OMol25 structures with the same formula, charge and spin at 0.457 eV. The expectation value of S² is 6.135. As for the total charge: +1. For the maximum force, the calculation gives 1.386 eV/A.

Each line ends with the Mulliken spin population.
Positions of all 92 atoms, in Å:
Ir: -0.874 -0.291 0.076  1.91
I: -4.574 8.336 -2.673  0.00
C: -3.596 6.552 -2.083  0.01
C: -4.317 5.560 -1.436  0.00
C: -3.672 4.404 -1.040  0.03
C: -2.319 4.203 -1.312  0.10
C: -1.615 5.209 -1.967  0.03
C: -2.245 6.383 -2.340  0.00
C: -1.703 2.919 -0.905  0.04
C: -1.487 1.949 -1.914  0.06
C: -1.756 2.175 -3.282  0.14
C: -1.613 0.963 -3.919  0.12
C: -1.259 0.020 -2.925  0.12
C: -1.168 -1.378 -3.156  0.05
C: -1.508 -1.872 -4.505  0.05
C: -2.650 -2.657 -4.672  0.04
C: -3.019 -3.126 -5.917  -0.01
C: -2.218 -2.849 -7.013  0.01
I: -2.738 -3.624 -8.911  0.00
C: -1.074 -2.079 -6.867  -0.01
C: -0.731 -1.581 -5.624  0.04
C: -0.857 -2.322 -2.184  0.02
N: -0.610 -2.085 -0.859  0.08
C: -0.238 -3.275 -0.299  0.07
C: 0.148 -3.468 1.029  0.00
C: 0.580 -4.807 1.451  0.07
C: -0.258 -5.909 1.264  0.05
C: 0.095 -7.160 1.726  -0.02
C: 1.307 -7.336 2.378  0.03
I: 1.793 -9.239 3.162  0.00
C: 2.180 -6.267 2.528  -0.01
C: 1.814 -5.015 2.074  0.04
C: 0.085 -2.453 2.030  0.10
C: 0.379 -2.642 3.397  0.14
C: 0.051 -1.466 4.048  0.12
C: -0.436 -0.583 3.067  0.14
N: -0.404 -1.184 1.833  -0.03
C: -0.867 0.743 3.340  0.02
C: -1.138 1.701 2.374  0.00
C: -1.555 3.047 2.661  0.02
C: -1.788 3.653 1.475  -0.01
C: -1.534 2.679 0.450  0.00
N: -1.115 1.510 1.022  0.14
C: -1.152 1.077 4.749  0.06
C: -2.262 0.473 5.339  0.05
C: -2.625 0.767 6.638  0.00
C: -1.848 1.646 7.375  0.01
I: -2.363 2.050 9.386  0.00
C: -0.742 2.255 6.805  0.00
C: -0.401 1.982 5.492  0.03
C: -0.238 -4.297 -1.314  0.02
C: -0.640 -3.712 -2.468  0.00
N: -1.161 0.634 -1.706  -0.03
H: -5.370 5.690 -1.242  0.00
H: -4.225 3.635 -0.523  0.00
H: -0.561 5.086 -2.166  0.00
H: -1.683 7.163 -2.832  0.00
H: -2.038 3.120 -3.706  0.01
H: -1.756 0.746 -4.959  0.00
H: -3.263 -2.885 -3.813  0.00
H: -3.919 -3.710 -6.033  0.00
H: -0.449 -1.869 -7.720  0.00
H: 0.170 -0.994 -5.519  0.00
H: -1.222 -5.770 0.796  0.00
H: -0.575 -7.995 1.587  0.00
H: 3.141 -6.409 2.999  0.00
H: 2.502 -4.189 2.188  0.00
H: 0.782 -3.531 3.841  0.01
H: 0.171 -1.226 5.086  0.01
H: -1.643 3.464 3.642  0.01
H: -2.086 4.667 1.298  0.00
H: -2.859 -0.215 4.759  -0.01
H: -3.505 0.317 7.073  0.00
H: -0.153 2.948 7.383  0.00
H: 0.469 2.454 5.060  0.00
H: 0.067 -5.315 -1.168  0.00
H: -0.754 -4.156 -3.436  0.00
C: -5.336 -0.098 -3.205  -0.01
C: -5.842 0.509 -1.894  0.00
C: -5.044 -0.019 -0.764  0.00
N: -3.771 0.012 -0.730  0.00
N: -3.217 -0.567 0.331  0.09
C: -4.080 -1.061 1.183  0.02
N: -3.740 -1.622 2.348  -0.01
S: -5.729 -0.840 0.650  0.02
H: -5.779 0.412 -4.053  0.00
H: -5.612 -1.147 -3.257  0.00
H: -4.253 -0.022 -3.271  0.01
H: -6.894 0.268 -1.755  0.00
H: -5.745 1.597 -1.927  0.00
H: -2.760 -1.812 2.502  0.00
H: -4.424 -2.120 2.892  0.00

Atoms 1-3, force components in eV/Å:
-0.1 0.0 0.1
0.3 -0.5 0.2
-0.2 0.4 -0.2

=====

A 3-piece molecular cluster, C3H10N2O overall in a non-equilibrium geometry. Source: the Open Molecules 2025 dataset; level of theory: ωB97M-V/def2-TZVPD.

The total energy comes out at -304.84141 Ha. The spin multiplicity is 1. The calculation puts the energy above the lowest of the compared OMol25 structures with the same formula, charge and spin at 6.347 eV. As for the SMILES: C=NC.C=O.N. For the maximum force, the calculation gives 5.651 eV/A.

Each line ends with the natural charge from an NBO analysis.
Positions of all 16 atoms, in Å:
C: 0.999 1.306 -2.895  -0.47
C: 1.078 -0.892 -1.841  -0.05
N: 0.343 0.175 -2.243  -0.45
H: 1.117 2.334 -2.267  0.19
H: 2.029 1.252 -3.376  0.20
H: 0.216 1.595 -3.731  0.23
H: 1.093 -1.958 -2.163  0.21
H: 1.930 -0.450 -1.269  0.14
H: -1.406 -0.899 0.670  0.39
N: -2.360 -0.874 1.513  -1.12
C: 0.063 -0.210 3.583  0.25
O: 1.077 -0.935 3.639  -0.50
H: -2.387 -0.324 2.367  0.36
H: -3.108 -0.489 0.898  0.36
H: -0.872 -0.303 4.215  0.13
H: 0.189 0.672 2.899  0.12

Atoms 1-3, force components in eV/Å:
-0.6 4.0 0.3
0.3 5.6 -0.6
1.1 -5.1 -1.3

=====

C22H45N2OP3Sc as an isolated structure in a non-equilibrium geometry. Source: the Open Molecules 2025 dataset; level of theory: ωB97M-V/def2-TZVPD.

The total energy comes out at -2833.91145 Ha. The spin multiplicity is 1. As for the total charge: +3. For the maximum force, the calculation gives 2.325 eV/A.

Each line ends with the Löwdin charge.
Positions of all 74 atoms, in Å:
Sc: -0.722 0.159 0.714  0.85
P: -2.314 -1.927 0.963  0.77
P: 1.013 -0.816 2.640  0.78
P: 1.851 -1.998 -2.437  0.93
H: -1.524 4.845 -3.319  0.06
C: -1.498 3.907 -3.887  -0.04
C: -2.261 2.835 -3.617  -0.09
H: -3.033 2.815 -2.823  0.07
C: -4.031 -1.888 1.586  -0.24
C: -1.675 -3.398 1.823  -0.25
C: -2.591 -2.590 -0.729  -0.23
C: 2.680 -0.035 2.624  -0.26
C: 0.386 -0.264 4.289  -0.23
C: 1.479 -2.558 2.996  -0.25
C: 1.838 -2.237 -4.207  -0.19
C: 1.610 -3.430 -1.423  -0.19
C: 3.326 -1.113 -1.897  -0.18
H: -0.830 3.902 -4.770  0.07
H: -2.186 1.953 -4.267  0.03
H: -4.557 -1.025 1.166  0.06
H: -4.052 -1.767 2.671  0.06
H: -4.575 -2.799 1.313  0.07
H: -1.250 -3.108 2.788  0.02
H: -0.868 -3.873 1.255  0.04
H: -2.466 -4.136 2.000  0.08
H: -2.476 -1.786 -1.476  0.03
H: -3.610 -3.009 -0.809  0.07
H: -1.856 -3.373 -0.969  0.05
H: 3.508 -0.752 2.784  0.07
H: 2.771 0.760 3.387  0.06
H: 2.849 0.438 1.637  0.03
H: 1.102 -0.444 5.103  0.08
H: -0.550 -0.803 4.486  0.05
H: 0.154 0.809 4.257  0.03
H: 2.472 -2.654 3.457  0.07
H: 1.483 -3.118 2.053  0.03
H: 0.734 -3.034 3.647  0.05
H: 2.452 -3.080 -4.516  0.08
H: 2.196 -1.332 -4.724  0.06
H: 0.810 -2.431 -4.543  0.08
H: 1.430 -4.301 -2.061  0.08
H: 0.757 -3.324 -0.741  0.03
H: 2.508 -3.630 -0.827  0.07
H: 4.194 -1.519 -2.461  0.09
H: 3.563 -1.237 -0.829  0.06
H: 3.253 -0.039 -2.115  0.05
C: -0.233 0.874 -2.293  -0.45
C: 0.879 1.730 -2.157  -0.04
C: 1.732 1.833 -3.249  -0.08
C: 1.516 1.047 -4.389  -0.12
C: 0.274 0.473 -4.629  -0.08
C: -0.647 0.504 -3.576  -0.08
O: -0.837 0.340 -1.216  -0.26
H: 0.718 -1.172 -2.298  0.04
H: 1.052 2.282 -1.217  0.12
H: 2.568 2.540 -3.218  0.13
H: 2.295 0.989 -5.181  0.13
H: 0.060 0.017 -5.616  0.14
H: -1.737 0.317 -3.618  0.13
C: 1.150 4.508 3.705  0.02
C: 0.244 3.554 3.060  -0.25
C: -1.127 3.344 3.220  0.07
C: -1.496 2.274 2.430  -0.31
N: -0.368 1.850 1.769  -0.12
N: 0.651 2.669 2.153  0.09
C: -2.772 1.557 2.244  -0.02
H: 0.896 5.535 3.420  0.12
H: 1.047 4.439 4.794  0.11
H: 2.206 4.335 3.452  0.10
H: -1.778 3.924 3.845  0.14
H: 1.591 2.535 1.790  0.17
H: -2.836 0.693 2.937  0.10
H: -3.639 2.203 2.452  0.13
H: -2.902 1.213 1.189  0.08

Atoms 1-3, force components in eV/Å:
-0.3 -0.4 -1.9
-1.2 -1.7 -0.3
1.1 -0.4 1.5

=====

Question: Which of these has the lowest maximum force?
Answer: C21H32FeOP3S2

=====

Question: The highest maximum force belongs to which entry?
Answer: C3H10N2O